{
  "formula": "C29H78N2O13P",
  "method": "the ωB97M-V functional and the def2-TZVPD basis",
  "multiplicity": 2,
  "lumo_ev": [0.4, -0.1],
  "homo_lumo_gap_ev": [9.16, 9.40],
  "homo_ev": [-8.79, -9.47],
  "total_energy_ev": -70217.3045,
  "s_squared": 0.755,
  "elements": ["C", "C", "C", "C", "C", "C", "C", "N", "P", "O", "O", "O", "C", "C", "C", "C", "N", "O", "H", "H", "H", "H", "H", "H", "H", "H", "H", "H", "H", "H", "H", "H", "H", "H", "H", "H", "H", "H", "H", "H", "H", "H", "C", "C", "O", "H", "H", "H", "H", "H", "H", "C", "C", "O", "H", "H", "H", "H", "H", "H", "C", "C", "O", "H", "H", "H", "H", "H", "H", "C", "C", "O", "H", "H", "H", "H", "H", "H", "C", "C", "O", "H", "H", "H", "H", "H", "H", "C", "C", "O", "H", "H", "H", "H", "H", "H", "C", "C", "O", "H", "H", "H", "H", "H", "H", "C", "C", "O", "H", "H", "H", "H", "H", "H", "C", "C", "O", "H", "H", "H", "H", "H", "H"],
  "coordinates": [[6.430318, 2.443009, -2.848159], [5.507798, 3.789099, -2.481409], [6.159647, 5.003030, -3.429855], [3.998814, 3.540997, -3.027126], [2.871494, 3.135064, -1.918893], [1.431738, 3.925985, -2.230974], [0.862890, 3.676298, -3.745967], [0.118308, 4.965709, -4.143117], [2.485988, 1.227892, -1.942200], [2.028633, 0.700116, -3.360460], [1.348169, 0.936557, -0.653864], [3.942754, 0.320684, -1.529032], [3.241532, 3.494088, -0.364559], [4.394094, 4.658631, -0.381907], [4.802119, 4.899023, 1.224072], [3.828694, 6.151214, -0.877930], [5.668418, 4.234016, -1.060604], [6.382813, 3.349455, -0.342974], [6.167617, 1.514261, -2.186933], [6.232452, 2.157725, -3.969292], [7.552584, 2.786316, -2.697633], [5.986907, 4.685484, -4.545849], [7.321017, 5.128935, -3.216674], [5.584493, 6.022029, -3.255285], [4.022014, 2.658246, -3.829665], [3.662559, 4.502804, -3.642079], [0.612118, 3.555060, -1.446229], [1.514910, 5.093740, -2.053438], [0.059607, 2.825748, -3.712475], [1.665766, 3.380059, -4.543262], [0.798989, 5.773228, -4.155832], [-0.267532, 4.841649, -5.118114], [0.418616, 1.253935, -0.892040], [3.640144, -0.390365, -0.888845], [3.659228, 2.492321, 0.126032], [2.310588, 3.797095, 0.300759], [5.649025, 5.704726, 1.357965], [4.990943, 3.895706, 1.797702], [3.824506, 5.378956, 1.711918], [4.716333, 6.894578, -0.704983], [2.846062, 6.436433, -0.305079], [3.609887, 6.146753, -2.037927], [-0.454020, -2.315837, -1.333306], [1.029121, -2.520066, -1.563215], [1.750248, -2.213655, -0.379095], [-0.658618, -1.281696, -1.037132], [-1.023984, -2.543456, -2.238415], [-0.811854, -2.956453, -0.520677], [1.386995, -1.862282, -2.360869], [1.243348, -3.554934, -1.847098], [1.430973, -2.808719, 0.320886], [-5.376368, -3.571980, -2.455274], [-3.884417, -3.312648, -2.422053], [-3.503062, -2.837811, -1.139419], [-5.931193, -2.656800, -2.223672], [-5.687445, -3.934305, -3.439065], [-5.657412, -4.314158, -1.700962], [-3.611078, -2.554536, -3.162023], [-3.322441, -4.225978, -2.639879], [-3.742444, -3.521656, -0.490524], [-1.752033, 1.030644, 1.643793], [-2.799731, 2.123726, 1.685921], [-2.279069, 3.316777, 1.118831], [-0.855129, 1.336035, 2.192725], [-2.136186, 0.105114, 2.081642], [-1.441793, 0.830980, 0.612926], [-3.090761, 2.335411, 2.719118], [-3.694664, 1.831177, 1.128296], [-2.031372, 3.120387, 0.198999], [-9.252057, -3.134628, -0.035168], [-7.952578, -3.752752, 0.437644], [-7.893212, -5.116224, 0.045890], [-10.108843, -3.673414, 0.382748], [-9.315571, -2.084396, 0.262946], [-9.337066, -3.197732, -1.124935], [-7.881733, -3.707459, 1.528485], [-7.091186, -3.227646, 0.013731], [-7.948491, -5.145065, -0.924741], [4.224508, -5.005531, 0.041656], [3.796299, -5.132280, 1.489014], [2.443345, -5.557310, 1.559137], [3.587497, -4.288490, -0.486640], [5.264188, -4.674107, -0.029888], [4.123332, -5.964145, -0.477597], [3.877975, -4.167409, 1.998286], [4.420215, -5.857124, 2.020770], [2.383055, -6.418690, 1.111474], [-3.885832, -3.352984, 3.965197], [-3.162065, -2.374655, 3.063361], [-3.014525, -1.125541, 3.722144], [-4.872236, -2.965261, 4.240343], [-4.011805, -4.319935, 3.470193], [-3.331561, -3.503459, 4.897367], [-3.730103, -2.210278, 2.142862], [-2.169735, -2.749268, 2.794325], [-2.501724, -1.280946, 4.533869], [-1.299672, -2.000594, 8.631892], [-1.402845, -0.867580, 7.631938], [-2.666940, -0.904005, 6.986346], [-1.428488, -2.966853, 8.133117], [-0.328846, -1.989440, 9.135147], [-2.089150, -1.924186, 9.386667], [-0.625989, -0.960079, 6.867122], [-1.288032, 0.102567, 8.124957], [-3.349624, -0.812781, 7.673101], [0.324508, 6.080421, 1.902108], [-0.103701, 5.953671, 3.349466], [-1.456655, 5.528641, 3.419590], [-0.312503, 6.797461, 1.373813], [1.364188, 6.411844, 1.830565], [0.223332, 5.121807, 1.382856], [-0.022025, 6.918542, 3.858738], [0.520215, 5.228828, 3.881223], [-1.516945, 4.667261, 2.971927], [-0.275492, -6.045895, -5.084734], [-0.703701, -6.172645, -3.637376], [-2.056655, -6.597675, -3.567252], [-0.912503, -5.328855, -5.613029], [0.764188, -5.714471, -5.156277], [-0.376668, -7.004509, -5.603986], [-0.622025, -5.207774, -3.128104], [-0.079785, -6.897488, -3.105620], [-2.116945, -7.459055, -4.014915]],
  "atomic_forces_ev_per_a": [[0.030, 0.770, 0.373], [1.410, -0.013, -3.119], [-0.414, -0.327, -0.022], [-0.414, -0.321, -0.580], [-1.306, 0.771, 0.963], [-0.346, -0.624, -0.292], [-0.667, 0.272, 0.189], [1.053, -0.709, -0.731], [-0.619, -2.318, -3.219], [1.090, 1.978, 4.735], [0.924, 1.076, -2.298], [-3.720, 1.250, 1.006], [1.013, -0.628, -0.413], [-0.815, 1.273, 3.332], [-1.466, 0.554, 0.043], [0.766, -0.971, -0.880], [-0.734, -3.187, 0.684], [-1.267, 2.208, -1.126], [0.530, 1.950, -1.170], [0.417, 0.745, 2.140], [-2.326, -1.082, -0.318], [0.481, 0.669, 2.063], [-2.590, -0.257, -0.402], [1.278, -2.073, -0.262], [0.079, 1.972, 1.742], [0.450, -1.983, 1.523], [1.786, 0.794, -1.651], [0.224, -2.480, -0.325], [1.657, 1.525, -0.155], [-1.234, 0.425, 1.784], [-0.970, -1.304, -0.199], [0.708, 0.326, 1.458], [1.944, -0.624, 0.116], [0.422, 0.843, -0.868], [-0.489, 2.363, -0.843], [1.884, -0.381, -1.676], [-1.491, -1.903, -0.376], [-0.041, 2.054, -1.310], [2.030, -0.991, -0.990], [-1.899, -1.224, -0.159], [2.093, -0.569, -1.008], [0.336, 0.036, 2.358], [-0.004, 0.004, -0.097], [-0.312, 0.038, 0.044], [0.390, -0.094, 0.438], [0.048, -0.125, -0.114], [-0.023, 0.009, 0.153], [-0.032, -0.012, -0.168], [0.103, -0.017, 0.198], [-0.057, -0.066, -0.181], [0.203, 0.285, -0.305], [-0.239, 0.031, -0.166], [-0.153, -0.287, 0.167], [-0.009, 0.007, 0.484], [0.114, -0.045, -0.106], [-0.030, -0.013, 0.089], [0.079, -0.074, -0.101], [0.055, 0.001, 0.237], [-0.066, -0.029, -0.231], [0.134, 0.350, -0.350], [0.033, -0.219, 0.139], [0.166, -0.410, -0.185], [0.209, 0.457, -0.308], [-0.131, -0.022, 0.006], [0.129, 0.161, -0.081], [-0.104, -0.043, -0.051], [0.047, 0.125, -0.193], [-0.065, -0.116, 0.155], [-0.160, 0.182, 0.507], [-0.188, 0.156, 0.079], [-0.163, 0.040, -0.296], [0.144, -0.308, -0.265], [0.157, 0.087, 0.024], [-0.044, -0.059, -0.084], [0.075, 0.107, 0.055], [0.046, -0.194, -0.162], [-0.013, 0.200, 0.132], [0.016, -0.006, 0.522], [0.098, 0.154, -0.181], [0.089, -0.198, -0.311], [-0.392, -0.262, 0.006], [0.117, 0.008, 0.149], [-0.070, -0.057, -0.070], [0.130, 0.002, 0.084], [-0.185, -0.171, -0.003], [0.169, 0.124, 0.033], [0.006, 0.484, 0.252], [-0.165, -0.203, 0.025], [0.036, -0.057, 0.375], [0.178, 0.099, 0.159], [0.123, -0.035, -0.123], [-0.004, 0.016, 0.089], [0.016, -0.043, -0.119], [0.105, 0.168, 0.103], [-0.034, -0.178, -0.162], [-0.407, 0.187, -0.195], [0.157, -0.185, 0.077], [-0.145, -0.088, 0.343], [-0.342, 0.049, -0.105], [0.088, 0.150, 0.016], [-0.107, -0.039, 0.024], [0.125, 0.073, 0.011], [-0.227, 0.060, -0.017], [0.215, -0.016, 0.011], [0.319, -0.048, -0.460], [0.145, 0.130, -0.229], [-0.213, -0.288, -0.228], [-0.091, -0.193, 0.124], [0.097, -0.050, 0.128], [0.000, -0.015, -0.045], [0.060, 0.012, 0.080], [-0.157, -0.162, 0.000], [0.223, 0.110, 0.021], [-0.086, 0.417, -0.001], [0.129, 0.157, -0.154], [0.025, -0.205, -0.298], [-0.327, -0.284, 0.043], [0.113, -0.034, 0.141], [-0.071, -0.052, -0.068], [0.116, 0.027, 0.075], [-0.183, -0.152, 0.016], [0.184, 0.120, 0.029], [-0.004, 0.482, 0.253]]
}